Formula: C56H111F15O31S2
Source: the Open Molecules 2025 dataset
Level of theory: ωB97M-V with the def2-TZVPD basis set

Last column: Mulliken charge in e.
Atoms and positions in Å:
C (-8.0754, -21.5605, -16.7152)  -1.297
C (-7.4824, -22.4981, -15.6620)  -0.034
O (-7.2000, -21.7929, -14.5226)  0.025
C (-5.9603, -21.0472, -14.4294)  0.137
O (-5.1658, -20.8876, -15.3186)  -0.489
C (-5.5504, -20.6327, -12.9712)  0.799
F (-6.5445, -20.9454, -12.0650)  -0.219
F (-4.3732, -21.1635, -12.6827)  -0.257
F (-5.4404, -19.3254, -12.9803)  -0.260
H (-8.0890, -21.9815, -17.7206)  0.377
H (-7.4842, -20.6454, -16.6797)  0.375
H (-9.0850, -21.2290, -16.4725)  0.225
H (-6.5826, -22.9839, -16.0395)  0.274
H (-8.1314, -23.3598, -15.5060)  0.356
C (-15.1517, -24.8171, -10.2037)  -1.522
C (-14.8667, -24.6105, -11.7129)  1.604
O (-15.9939, -24.9924, -12.4998)  0.006
C (-17.1130, -24.1842, -12.5375)  0.292
O (-17.1880, -23.1112, -11.9202)  -0.542
C (-18.2187, -24.6842, -13.5510)  0.736
F (-19.4065, -24.6378, -12.9582)  -0.247
F (-18.3566, -23.7800, -14.5171)  -0.260
F (-17.8814, -25.8983, -14.0930)  -0.161
H (-15.6117, -25.7688, -9.9376)  0.439
H (-15.8561, -24.0458, -9.8923)  0.579
H (-14.2545, -24.6553, -9.6062)  -0.044
H (-14.0324, -25.2630, -11.9704)  -0.618
H (-14.4855, -23.5959, -11.8285)  -0.356
C (-8.3823, -28.1161, -11.3859)  -0.786
C (-7.2466, -27.2493, -10.8632)  0.869
O (-7.1020, -27.5401, -9.5470)  0.062
C (-6.0860, -27.0516, -8.8864)  0.311
O (-5.1815, -26.3885, -9.4241)  -0.568
C (-5.9059, -27.6821, -7.4790)  0.897
F (-4.7069, -28.2333, -7.4321)  -0.262
F (-5.9789, -26.6577, -6.6518)  -0.227
F (-6.8902, -28.6446, -7.2888)  -0.185
H (-9.2872, -27.9844, -10.7925)  -0.782
H (-8.0802, -29.1632, -11.4046)  0.757
H (-8.5456, -27.8236, -12.4231)  0.139
H (-7.4125, -26.2144, -11.1625)  -0.735
H (-6.3775, -27.3616, -11.5114)  0.256
C (-10.9014, -25.2470, -7.9722)  1.358
C (-10.5858, -24.7342, -6.5414)  -0.930
O (-10.2521, -25.8721, -5.7920)  -0.181
C (-9.3629, -25.9357, -4.8235)  0.322
O (-8.7830, -24.9301, -4.4232)  -0.600
C (-9.0566, -27.3589, -4.4046)  0.911
F (-7.8137, -27.4130, -4.0490)  -0.239
F (-9.8231, -27.8063, -3.3659)  -0.299
F (-9.3015, -28.2371, -5.4176)  -0.142
H (-10.0655, -25.6081, -8.5713)  -0.386
H (-11.3774, -24.4513, -8.5453)  -0.628
H (-11.5543, -26.1176, -7.9090)  -0.011
H (-11.4752, -24.3021, -6.0826)  0.362
H (-9.7992, -23.9822, -6.6023)  0.321
C (-15.6432, -30.6718, -12.7072)  -0.014
C (-16.1709, -29.7627, -13.8495)  -0.783
O (-15.3762, -28.6001, -14.2885)  -0.162
C (-14.3415, -28.7734, -15.0819)  0.283
O (-13.9310, -29.7731, -15.6549)  -0.670
C (-13.4903, -27.4826, -15.2537)  0.931
F (-12.1741, -27.7582, -15.2281)  -0.120
F (-13.7624, -27.0026, -16.4252)  -0.287
F (-13.6976, -26.6331, -14.2834)  -0.208
H (-14.6238, -31.0261, -12.8600)  -0.369
H (-16.2427, -31.5577, -12.4976)  0.531
H (-15.6641, -29.9918, -11.8557)  0.043
H (-17.1256, -29.3723, -13.4969)  0.382
H (-16.4819, -30.3641, -14.7037)  0.383
C (-9.9129, -29.3220, -8.3398)  -0.543
C (-11.2108, -29.8418, -7.7300)  -0.739
O (-12.1603, -29.2384, -8.4939)  0.099
S (-13.6213, -28.9922, -7.7226)  1.278
C (-14.3319, -30.5716, -8.3305)  -0.609
O (-13.4255, -29.0482, -6.2913)  -0.674
O (-14.2858, -27.9554, -8.5120)  -0.495
H (-9.8743, -28.2330, -8.3164)  -0.322
H (-9.8527, -29.5023, -9.4131)  0.180
H (-9.0384, -29.7454, -7.8458)  0.618
H (-11.2464, -30.9126, -7.9305)  0.108
H (-11.1897, -29.7089, -6.6484)  0.620
H (-15.2919, -30.7908, -7.8632)  0.580
H (-13.6841, -31.4197, -8.1088)  0.103
H (-14.4542, -30.3239, -9.3850)  -0.096
C (-4.4790, -24.5260, -12.1587)  -0.580
C (-4.3242, -25.4850, -13.3773)  -0.368
O (-5.1336, -25.0680, -14.4409)  -0.142
S (-5.3690, -26.0030, -15.7626)  1.216
C (-6.3665, -27.2914, -14.8702)  -0.384
O (-6.2290, -25.2703, -16.6822)  -0.579
O (-4.0737, -26.5811, -16.1385)  -0.675
H (-5.4985, -24.5917, -11.7786)  -0.176
H (-4.3114, -23.4906, -12.4552)  0.184
H (-3.7785, -24.7976, -11.3690)  0.460
H (-3.2949, -25.5779, -13.7236)  0.327
H (-4.5321, -26.4909, -13.0124)  0.277
H (-7.0542, -26.7480, -14.2221)  -0.378
H (-5.7489, -28.1088, -14.4981)  0.389
H (-7.0781, -27.7393, -15.5638)  0.463
C (-13.4137, -35.0849, -13.5699)  -0.789
O (-12.8385, -34.6572, -12.3763)  -0.337
C (-12.2015, -33.3992, -12.3766)  -0.019
C (-11.9936, -32.9700, -10.9048)  -0.698
O (-13.2490, -32.7866, -10.2460)  0.046
C (-13.7002, -33.9129, -9.4777)  -0.704
C (-15.2193, -34.0103, -9.8591)  -0.680
O (-15.9391, -33.0149, -9.1530)  -0.156
C (-17.3522, -32.9437, -9.3224)  -0.830
H (-12.6695, -35.3362, -14.3255)  0.327
H (-14.1234, -34.3452, -13.9403)  0.285
H (-13.9752, -36.0121, -13.4557)  0.268
H (-12.7686, -32.6398, -12.9148)  -0.161
H (-11.3155, -33.4329, -13.0106)  0.578
H (-11.4089, -32.0734, -10.6988)  -0.022
H (-11.4768, -33.7534, -10.3505)  0.477
H (-13.6537, -33.7648, -8.3989)  0.396
H (-13.1981, -34.8518, -9.7108)  0.456
H (-15.6221, -34.9472, -9.4743)  0.367
H (-15.5954, -33.9644, -10.8811)  0.455
H (-17.9756, -33.8327, -9.4177)  0.373
H (-17.4144, -32.4363, -10.2851)  0.224
H (-17.8580, -32.2992, -8.6035)  0.277
C (-12.8240, -22.3184, -9.3694)  -1.302
O (-12.8100, -22.6529, -10.7715)  0.551
C (-12.4132, -21.4552, -11.5043)  -0.517
C (-12.6688, -21.6863, -12.9873)  -1.131
O (-11.6278, -22.5986, -13.5211)  0.291
C (-11.5952, -22.6520, -14.9382)  -0.169
C (-12.9825, -22.9523, -15.6352)  -0.533
O (-13.8077, -21.8340, -15.9477)  -0.364
C (-13.3054, -20.9202, -16.8762)  -0.756
H (-13.0332, -23.1347, -8.6780)  0.429
H (-13.5172, -21.5236, -9.0938)  0.401
H (-11.8887, -21.9006, -8.9970)  0.211
H (-11.3658, -21.2834, -11.2560)  -0.250
H (-12.9920, -20.6155, -11.1197)  0.716
H (-12.6974, -20.7186, -13.4882)  0.387
H (-13.5772, -22.2733, -13.1227)  0.181
H (-10.8911, -23.4542, -15.1592)  0.257
H (-11.1039, -21.7425, -15.2841)  0.287
H (-13.6620, -23.5111, -14.9917)  -0.043
H (-12.8372, -23.6244, -16.4809)  0.475
H (-12.9806, -21.4434, -17.7756)  0.328
H (-12.4565, -20.3656, -16.4765)  0.270
H (-14.0179, -20.1564, -17.1878)  0.283
C (-10.5518, -29.9384, -15.5458)  0.139
O (-10.0427, -31.1526, -15.9330)  -0.437
C (-8.9487, -31.1951, -16.8649)  -0.649
C (-9.0376, -30.4022, -18.2249)  -0.430
O (-9.9568, -30.8295, -19.2236)  -0.282
C (-9.6562, -30.3961, -20.5681)  -0.725
C (-9.8033, -31.4558, -21.6297)  -0.465
O (-8.7552, -32.3698, -21.5569)  -0.349
C (-9.0000, -33.4579, -20.7563)  -0.642
H (-11.1599, -29.9582, -14.6414)  -0.264
H (-11.1601, -29.5942, -16.3822)  0.301
H (-9.6473, -29.3441, -15.4161)  0.136
H (-8.8448, -32.2597, -17.0743)  0.294
H (-8.0128, -30.7945, -16.4753)  0.316
H (-8.0726, -30.4715, -18.7271)  0.575
H (-9.2144, -29.3592, -17.9624)  0.285
H (-8.6197, -30.0697, -20.6535)  0.393
H (-10.2645, -29.5240, -20.8080)  0.375
H (-9.6406, -30.8617, -22.5290)  0.348
H (-10.7741, -31.9515, -21.6283)  0.324
H (-9.6021, -34.2449, -21.2103)  0.296
H (-9.2440, -33.2240, -19.7200)  0.215
H (-8.0130, -33.9001, -20.6207)  0.271
C (-7.5130, -23.4919, -8.7044)  -0.811
O (-8.0938, -24.2767, -9.7560)  0.654
C (-8.9099, -23.4768, -10.6596)  0.145
C (-9.1202, -24.1463, -12.0336)  -0.080
O (-9.7201, -25.4491, -11.9915)  0.373
C (-11.1685, -25.3436, -11.8003)  0.776
C (-11.7414, -26.7289, -11.2876)  -0.317
O (-11.6724, -27.8428, -12.1839)  0.449
C (-12.2980, -28.9601, -11.6511)  -0.195
H (-8.3820, -22.9508, -8.3301)  0.063
H (-6.6553, -22.9002, -9.0244)  0.267
H (-7.2822, -24.1253, -7.8479)  0.144
H (-8.3771, -22.5391, -10.8171)  0.322
H (-9.8463, -23.2138, -10.1677)  -0.208
H (-8.1111, -24.1959, -12.4428)  0.143
H (-9.6795, -23.4926, -12.7028)  -0.648
H (-11.7123, -25.0699, -12.7044)  -0.069
H (-11.4608, -24.5598, -11.1015)  -0.333
H (-12.7564, -26.6216, -10.9049)  0.260
H (-11.1256, -26.9211, -10.4090)  -0.600
H (-13.2899, -28.7878, -11.2333)  0.257
H (-11.5630, -29.4282, -10.9963)  -0.248
H (-12.4586, -29.6322, -12.4941)  -0.241
C (-13.8443, -17.4678, -12.4963)  -0.890
O (-12.9401, -18.1597, -11.5879)  -0.092
C (-12.0994, -17.2694, -10.8152)  -0.707
C (-11.4360, -17.9935, -9.6561)  -0.480
O (-10.5392, -18.9557, -10.1538)  -0.089
C (-9.8221, -19.6458, -9.1889)  -0.029
C (-8.6892, -19.0064, -8.3635)  -0.908
O (-9.1418, -17.9099, -7.4917)  -0.312
C (-8.2329, -17.3628, -6.5487)  -0.789
H (-14.4975, -18.2369, -12.9086)  0.216
H (-13.1613, -16.9620, -13.1788)  0.347
H (-14.4710, -16.7669, -11.9449)  0.354
H (-12.8784, -16.6513, -10.3689)  0.367
H (-11.4829, -16.7607, -11.5564)  0.347
H (-12.0880, -18.3785, -8.8720)  0.363
H (-10.8753, -17.2136, -9.1409)  0.380
H (-9.2428, -20.4581, -9.6277)  0.072
H (-10.3988, -20.2850, -8.5203)  0.173
H (-7.9649, -18.5476, -9.0365)  0.438
H (-8.0635, -19.7570, -7.8807)  0.523
H (-7.3094, -17.1667, -7.0934)  0.349
H (-8.1657, -17.9791, -5.6521)  0.251
H (-8.5787, -16.3615, -6.2917)  0.247

Cartesian forces (eV/Å) of the 6 atoms listed first:
0.0 0.3 0.3
0.2 -0.7 -3.1
2.7 2.6 3.3
-0.9 -2.7 -1.4
-1.4 0.0 1.0
-2.4 -0.3 -0.8

For the HOMO-LUMO gap, the calculation gives 9.717 eV. As for the net charge: 0. The value obtained for the highest occupied orbital energy is -9.3080 eV. As for the lowest unoccupied orbital energy: 0.4 eV. As for the strongest force on any atom: 5.019 eV/Å. The calculation puts the total energy at -185763.391 eV.